This record from the Open Molecules 2025 dataset describes C32H33N4O2PdSSb as an isolated structure at a distorted geometry. The level of theory is wB97M-V/def2-TZVPD.

```
74
Properties=species:S:1:pos:R:3
Pd 16.62 11.49 12.72
N 20.07 9.52 14.82
C 19.24 10.28 14.06
S 17.77 10.91 14.84
N 19.61 10.45 12.81
N 18.75 11.20 12.05
C 19.19 11.64 10.93
C 18.51 12.57 10.06
C 19.28 13.01 8.95
C 18.85 13.92 8.01
C 17.60 14.53 8.25
C 16.89 14.20 9.35
C 17.28 13.22 10.33
O 16.46 12.95 11.24
H 19.69 9.11 15.67
H 20.80 9.03 14.38
H 20.19 11.38 10.60
H 20.20 12.47 8.67
H 19.35 13.99 7.05
H 17.17 15.24 7.56
H 15.88 14.65 9.54
C 6.89 11.60 10.34
C 6.96 10.51 11.23
C 8.26 10.07 11.53
C 9.40 10.64 11.00
C 9.27 11.78 10.22
C 8.03 12.18 9.85
Sb 11.15 9.48 11.10
C 12.61 10.60 12.31
C 13.25 9.99 13.34
C 14.01 10.75 14.24
C 14.16 12.14 14.02
C 13.62 12.74 12.91
C 12.85 11.94 12.08
C 11.91 10.04 9.18
C 11.16 9.71 8.02
C 11.57 10.12 6.76
C 12.64 10.98 6.61
C 13.36 11.35 7.74
C 13.00 10.87 9.01
H 5.95 11.81 9.94
H 6.11 9.99 11.61
H 8.27 9.15 12.11
H 10.04 12.36 9.74
H 7.97 12.99 9.15
H 13.16 8.91 13.49
H 14.48 10.33 15.10
H 14.75 12.72 14.72
H 13.77 13.79 12.78
H 12.31 12.39 11.29
H 10.25 9.11 8.04
H 11.03 9.74 5.88
H 12.93 11.40 5.67
H 14.19 12.10 7.63
H 13.57 11.16 9.93
O 15.86 9.68 11.53
C 15.99 9.38 10.32
C 15.98 7.91 9.98
C 16.42 7.26 8.63
C 17.70 7.90 8.05
C 17.43 9.17 7.29
C 16.30 9.99 7.88
N 16.38 10.27 9.39
H 15.02 7.52 10.26
H 16.66 7.50 10.75
H 15.62 7.30 7.90
H 16.62 6.23 8.95
H 18.07 7.15 7.34
H 18.48 8.09 8.78
H 17.15 8.97 6.28
H 18.33 9.74 7.19
H 15.40 9.49 7.63
H 16.23 10.98 7.45
H 16.45 11.26 9.60
```

Lowest unoccupied orbital energy (alpha / beta) = 0.57 / -1.15 eV
⟨S²⟩ = 2.007
Orbital gap (alpha / beta) = 7.89 / 6.15 eV
E_tot = -2374.9245 hartree
Spin multiplicity = 3
HOMO energy (alpha / beta) = -7.31 / -7.30 eV
ΔE to the lowest compared entry with this formula, charge and spin = 1.9 kcal per mole

Mulliken population analysis, charges in e, atoms 1 to 4: Pd 0.52; N -0.42; C 0.55; S -0.43

***

This record from the Open Molecules 2025 dataset describes C9H27ClI2IrOP3 as an isolated structure at a distorted geometry. The level of theory is wB97M-V/def2-TZVPD.

```
44
Properties=species:S:1:pos:R:3
I -0.07 2.88 0.55
I -0.10 -2.05 0.70
Ir 0.04 0.46 -2.03
P -2.39 0.32 -1.40
C -3.14 0.47 0.22
C -2.87 1.72 -2.42
H -3.93 1.62 -2.64
H -4.05 -1.04 -2.41
H -2.28 1.68 -3.33
H -2.47 -1.25 -3.17
H -2.67 1.24 0.82
H -2.67 2.65 -1.90
C -2.98 -1.14 -2.22
H -4.20 0.70 0.14
H -2.81 -2.03 -1.63
H -3.06 -0.47 0.77
P 2.42 0.33 -1.39
C 3.14 0.49 0.22
C 2.98 -1.13 -2.22
H 2.25 1.70 -3.33
H 3.91 1.65 -2.65
H 2.64 2.67 -1.89
C 2.85 1.74 -2.42
H 2.47 -1.24 -3.17
H 4.05 -1.03 -2.40
H 4.20 0.71 0.14
H 3.03 -0.44 0.78
H 2.80 -2.02 -1.63
H 2.68 1.27 0.80
Cl 0.00 0.08 -4.17
C 0.06 0.56 3.93
P 0.02 -0.36 2.46
C 1.43 -1.51 2.79
C -1.43 -1.45 2.83
O 0.00 0.25 1.02
H -0.81 1.25 4.06
H 0.96 1.20 4.04
H 0.05 -0.11 4.77
H 1.13 -2.07 3.66
H 1.71 -2.26 1.93
H 2.36 -0.95 3.02
H -2.33 -0.85 3.05
H -1.74 -2.22 1.99
H -1.14 -2.01 3.71
```

Total charge = +2
Lowest unoccupied orbital energy (alpha / beta) = -8.66 / -9.35 eV
⟨S²⟩ = 6.026
Orbital gap (alpha / beta) = 5.79 / 5.01 eV
E_tot = -2617.5661 hartree
Spin multiplicity = 5
HOMO energy (alpha / beta) = -14.45 / -14.35 eV
ΔE to the lowest compared entry with this formula, charge and spin = 0.0 kcal per mole

Mulliken population analysis, charges in e, atoms 1 to 4: I 0.28; I -0.33; Ir 0.45; P 0.72

***

This record from the Open Molecules 2025 dataset describes a 2-piece molecular cluster, C9H15B3FNO6 overall at a distorted geometry. The level of theory is wB97M-V/def2-TZVPD.

```
35
Properties=species:S:1:pos:R:3
C -0.98 -5.12 1.47
C -0.22 -4.23 0.85
C 0.53 -3.20 -0.17
B 0.52 -1.70 0.54
O 1.44 -1.31 1.59
B 0.77 -0.43 2.57
O -0.11 0.66 2.09
B -1.05 -0.03 1.22
C -2.67 -0.11 1.44
O -3.41 0.87 1.83
N -3.30 -1.46 1.19
C -3.38 -2.08 2.56
O -4.48 -2.01 3.18
F -2.21 -2.74 3.11
O -0.51 -0.75 0.06
H -1.84 -5.87 1.71
H 1.60 -3.57 -0.41
H -0.13 -3.10 -1.13
H 0.92 -0.63 3.73
H -4.29 -1.30 0.91
C -0.14 1.69 -1.63
C 1.26 1.57 -1.05
O 2.28 1.57 -2.04
C 2.39 2.74 -2.84
C 2.70 4.00 -2.05
H -0.30 0.93 -2.40
H -0.89 1.57 -0.85
H -0.30 2.67 -2.10
H 1.34 0.62 -0.52
H 1.44 2.36 -0.31
H 1.48 2.87 -3.45
H 3.21 2.56 -3.54
H 1.87 4.28 -1.40
H 2.89 4.84 -2.72
H 3.58 3.85 -1.41
```

Structure (SMILES) = C#CCB1OBOB(C(=O)NC(=O)F)O1.CCOCC
Lowest unoccupied orbital energy = -1.30 eV
Orbital gap = 8.54 eV
E_tot = -1032.5991 hartree
HOMO energy = -9.85 eV

Mulliken population analysis, charges in e, atoms 1 to 4: C -0.42; C -0.21; C -0.13; B 0.46

***

This record from the Open Molecules 2025 dataset describes a 2-piece molecular cluster, CH9N2O overall at a distorted geometry. The level of theory is wB97M-V/def2-TZVPD.

```
13
Properties=species:S:1:pos:R:3
O 2.18 -0.52 -0.20
H 2.48 -1.39 0.03
H 0.92 -0.23 0.82
H 2.92 0.08 -0.45
N -0.09 -0.23 0.94
C -0.79 0.70 -0.05
N -1.69 0.05 -0.89
H -0.36 0.27 1.73
H -0.38 -1.15 0.72
H -0.10 1.34 -0.66
H -1.24 1.42 0.62
H -2.16 0.62 -1.51
H -1.69 -0.96 -1.10
```

Total charge = +1
Lowest unoccupied orbital energy = -3.43 eV
Orbital gap = 10.19 eV
E_tot = -227.9663 hartree
HOMO energy = -13.61 eV
ΔE to the lowest compared entry with this formula, charge and spin = 30.9 kcal per mole

Mulliken population analysis, charges in e, atoms 1 to 4: O -0.68; H 0.33; H 0.35; H 0.33

***

This record from the Open Molecules 2025 dataset describes a 2-piece molecular cluster, CH4N2OS overall at a distorted geometry. The level of theory is wB97M-V/def2-TZVPD.

```
9
Properties=species:S:1:pos:R:3
C 1.17 0.38 -0.02
N 0.90 -0.81 -0.05
N 1.38 1.56 0.00
O -1.66 -0.86 0.22
S -1.90 0.93 0.10
H 1.64 -1.61 -0.23
H -0.51 -0.90 -0.09
H 1.16 2.23 0.70
H -2.18 -0.92 -0.64
```

Lowest unoccupied orbital energy = 0.25 eV
Orbital gap = 7.78 eV
E_tot = -623.3179 hartree
HOMO energy = -7.53 eV
ΔE to the lowest compared entry with this formula, charge and spin = 88.7 kcal per mole

Mulliken population analysis, charges in e, atoms 1 to 4: C 0.50; N -0.52; N -0.37; O -0.51

***

This record from the Open Molecules 2025 dataset describes C38H41ClCsN4O4Sb as an isolated structure. The level of theory is wB97M-V/def2-TZVPD.

```
90
Properties=species:S:1:pos:R:3
Cs -0.27 0.97 -0.26
O -1.44 4.24 4.06
C -0.48 3.91 4.82
C -0.47 4.31 6.20
C 0.51 3.91 7.08
C 1.56 3.08 6.66
C 1.60 2.70 5.33
C 0.65 3.10 4.39
C 0.64 2.75 2.96
N 1.40 2.12 2.15
C 2.63 1.46 2.55
C 2.38 0.06 3.13
N 1.65 -0.85 2.25
C 2.10 -1.21 1.12
C 3.36 -0.92 0.40
C 4.62 -1.03 0.98
C 5.78 -0.87 0.24
C 5.66 -0.58 -1.12
C 4.42 -0.47 -1.73
C 3.21 -0.62 -0.99
O 2.06 -0.48 -1.53
H -1.29 4.93 6.52
H 0.45 4.22 8.11
H 2.31 2.74 7.36
H 2.41 2.04 5.03
H -0.25 3.18 2.49
H 3.20 2.04 3.29
H 3.25 1.37 1.66
H 1.78 0.16 4.03
H 3.35 -0.36 3.43
H 1.42 -1.84 0.53
H 4.70 -1.29 2.03
H 6.75 -0.96 0.70
H 6.56 -0.45 -1.72
H 4.34 -0.25 -2.79
Cl -4.45 2.82 -7.29
C -3.85 2.21 -5.75
C -4.03 0.85 -5.43
C -3.57 0.37 -4.24
C -2.88 1.19 -3.26
O -2.46 0.69 -2.19
C -2.72 2.57 -3.64
C -2.05 3.56 -2.82
O -1.55 3.44 -1.72
C -3.21 3.04 -4.88
H -4.54 0.20 -6.13
H -3.71 -0.68 -3.98
H -2.01 4.57 -3.31
H -3.06 4.08 -5.14
N -2.92 2.14 2.68
C -2.58 1.04 3.43
C -2.34 1.13 4.79
C -2.03 -0.01 5.55
C -1.97 -1.26 4.99
C -2.20 -1.39 3.60
C -2.10 -2.63 2.92
C -2.27 -2.68 1.57
C -2.55 -1.48 0.88
N -2.66 -0.32 1.47
C -2.50 -0.26 2.82
H -2.52 3.02 3.01
H -2.91 1.97 1.68
H -2.37 2.11 5.26
H -1.83 0.12 6.61
H -1.72 -2.13 5.58
H -1.86 -3.52 3.49
H -2.18 -3.60 1.02
H -2.65 -1.48 -0.20
C -1.37 -3.45 -5.19
C -1.48 -3.55 -3.67
Sb -0.17 -2.27 -2.46
C 1.66 -3.42 -2.73
C 1.75 -4.40 -3.90
C 0.11 -0.71 -3.93
C 1.26 -0.92 -4.91
H -2.11 -4.08 -5.69
H -0.38 -3.78 -5.53
H -1.51 -2.43 -5.54
H -1.29 -4.58 -3.34
H -2.49 -3.31 -3.35
H 1.78 -3.96 -1.79
H 2.46 -2.69 -2.77
H 0.91 -5.10 -3.93
H 2.67 -4.99 -3.85
H 1.77 -3.87 -4.86
H 0.28 0.19 -3.35
H -0.84 -0.58 -4.45
H 2.20 -1.02 -4.38
H 1.35 -0.06 -5.58
H 1.12 -1.80 -5.54
```

Total charge = -2
Lowest unoccupied orbital energy = 3.78 eV
Orbital gap = 6.06 eV
E_tot = -2713.2868 hartree
HOMO energy = -2.28 eV
ΔE to the lowest compared entry with this formula, charge and spin = 3.5 kcal per mole

Mulliken population analysis, charges in e, atoms 1 to 4: Cs 1.56; O -0.99; C -0.20; C -0.52

***

This record from the Open Molecules 2025 dataset describes a 9-piece molecular cluster, H18O9 overall at a distorted geometry. The level of theory is wB97M-V/def2-TZVPD.

```
27
Properties=species:S:1:pos:R:3
H -0.61 0.51 -0.41
H -0.37 0.88 0.96
H 2.06 -1.25 0.80
H 2.47 -2.62 0.55
H -2.02 4.04 -2.88
H -1.96 4.22 -1.37
H -2.31 -1.63 -1.71
H -1.99 -1.47 -0.20
H -3.21 0.31 2.49
H -3.49 0.84 1.23
H 3.37 2.57 -0.49
H 2.89 1.73 -1.75
H 1.25 -0.78 -2.32
H -0.02 -1.18 -3.15
H 2.17 -0.39 3.58
H 1.85 1.06 3.13
H 0.64 -3.14 1.59
H -0.20 -3.29 0.29
O -1.08 0.51 0.36
O 2.45 -1.74 0.07
O -1.49 4.33 -2.18
O -1.62 -1.71 -1.10
O -3.98 0.54 1.94
O 3.28 1.69 -0.93
O 0.34 -0.50 -2.58
O 1.46 0.18 3.06
O 0.13 -3.72 1.01
```

Structure (SMILES) = O.O.O.O.O.O.O.O.O
Lowest unoccupied orbital energy = -0.07 eV
Orbital gap = 10.78 eV
E_tot = -687.8877 hartree
HOMO energy = -10.85 eV
ΔE to the lowest compared entry with this formula, charge and spin = 86.6 kcal per mole

Mulliken population analysis, charges in e, atoms 1 to 4: H 0.29; H 0.27; H 0.31; H 0.29

***

This record from the Open Molecules 2025 dataset describes a 2-piece molecular cluster, C2H8N2P overall at a distorted geometry. The level of theory is wB97M-V/def2-TZVPD.

```
13
Properties=species:S:1:pos:R:3
C -0.10 -0.11 -0.53
C -0.66 0.50 -1.87
N -1.04 -0.65 0.28
N 1.06 -0.01 -0.01
P 1.03 -0.64 2.68
H -1.31 1.24 -1.45
H -1.44 -0.16 -2.36
H 0.10 0.76 -2.65
H -2.02 -0.71 0.08
H -0.85 -0.68 1.31
H 1.73 0.51 -0.55
H 1.04 0.67 2.58
H 2.47 -0.72 2.48
```

Total charge = +1
Lowest unoccupied orbital energy = -7.30 eV
Orbital gap = 7.12 eV
E_tot = -531.5077 hartree
HOMO energy = -14.42 eV
ΔE to the lowest compared entry with this formula, charge and spin = 59.6 kcal per mole

Mulliken population analysis, charges in e, atoms 1 to 4: C 0.92; C -1.06; N -0.36; N -0.58

***

Please write out number 1 again, unchanged.
This record from the Open Molecules 2025 dataset describes C32H33N4O2PdSSb as an isolated structure at a distorted geometry. The level of theory is wB97M-V/def2-TZVPD.

```
74
Properties=species:S:1:pos:R:3
Pd 16.62 11.49 12.72
N 20.07 9.52 14.82
C 19.24 10.28 14.06
S 17.77 10.91 14.84
N 19.61 10.45 12.81
N 18.75 11.20 12.05
C 19.19 11.64 10.93
C 18.51 12.57 10.06
C 19.28 13.01 8.95
C 18.85 13.92 8.01
C 17.60 14.53 8.25
C 16.89 14.20 9.35
C 17.28 13.22 10.33
O 16.46 12.95 11.24
H 19.69 9.11 15.67
H 20.80 9.03 14.38
H 20.19 11.38 10.60
H 20.20 12.47 8.67
H 19.35 13.99 7.05
H 17.17 15.24 7.56
H 15.88 14.65 9.54
C 6.89 11.60 10.34
C 6.96 10.51 11.23
C 8.26 10.07 11.53
C 9.40 10.64 11.00
C 9.27 11.78 10.22
C 8.03 12.18 9.85
Sb 11.15 9.48 11.10
C 12.61 10.60 12.31
C 13.25 9.99 13.34
C 14.01 10.75 14.24
C 14.16 12.14 14.02
C 13.62 12.74 12.91
C 12.85 11.94 12.08
C 11.91 10.04 9.18
C 11.16 9.71 8.02
C 11.57 10.12 6.76
C 12.64 10.98 6.61
C 13.36 11.35 7.74
C 13.00 10.87 9.01
H 5.95 11.81 9.94
H 6.11 9.99 11.61
H 8.27 9.15 12.11
H 10.04 12.36 9.74
H 7.97 12.99 9.15
H 13.16 8.91 13.49
H 14.48 10.33 15.10
H 14.75 12.72 14.72
H 13.77 13.79 12.78
H 12.31 12.39 11.29
H 10.25 9.11 8.04
H 11.03 9.74 5.88
H 12.93 11.40 5.67
H 14.19 12.10 7.63
H 13.57 11.16 9.93
O 15.86 9.68 11.53
C 15.99 9.38 10.32
C 15.98 7.91 9.98
C 16.42 7.26 8.63
C 17.70 7.90 8.05
C 17.43 9.17 7.29
C 16.30 9.99 7.88
N 16.38 10.27 9.39
H 15.02 7.52 10.26
H 16.66 7.50 10.75
H 15.62 7.30 7.90
H 16.62 6.23 8.95
H 18.07 7.15 7.34
H 18.48 8.09 8.78
H 17.15 8.97 6.28
H 18.33 9.74 7.19
H 15.40 9.49 7.63
H 16.23 10.98 7.45
H 16.45 11.26 9.60
```

Lowest unoccupied orbital energy (alpha / beta) = 0.57 / -1.15 eV
⟨S²⟩ = 2.007
Orbital gap (alpha / beta) = 7.89 / 6.15 eV
E_tot = -2374.9245 hartree
Spin multiplicity = 3
HOMO energy (alpha / beta) = -7.31 / -7.30 eV
ΔE to the lowest compared entry with this formula, charge and spin = 1.9 kcal per mole

Mulliken population analysis, charges in e, atoms 1 to 4: Pd 0.52; N -0.42; C 0.55; S -0.43